Entry 1:
ORCA calculation (ωB97M-V/def2-TZVPD) on a structure of composition C31H33Cl3N10OS2V.

Calculated values
Gap between HOMO and LUMO (spin up / spin down): 6.9 / 5.7 eV
HOMO energy (spin up / spin down): -12.52 / -11.43 eV

Geometry as ORCA input:
```
! wB97M-V def2-TZVPD RIJCOSX def2/J DEFGRID3
* xyz 2 2
V 1.04 1.72 0.75
Cl 5.78 1.13 -1.15
Cl 4.28 2.83 -3.03
Cl 4.27 -0.08 -3.34
S 2.07 0.71 2.79
S -1.59 0.75 -1.71
O -0.49 0.55 -0.72
N -0.83 -0.13 2.09
N -2.40 -1.80 2.53
N -1.52 2.10 2.04
N 2.29 -1.29 0.60
N 2.41 -1.78 1.90
N 0.29 3.34 -0.69
N 2.32 1.30 -0.49
N 2.14 3.17 1.52
N 2.76 -1.39 4.15
N -0.26 2.49 1.92
C 1.53 -2.31 -3.38
C -5.79 -0.40 2.83
C -3.47 -0.92 2.52
C -1.96 -2.10 -1.75
C -4.77 -1.34 2.79
C -1.16 -1.36 2.29
C 1.45 3.96 2.37
C -0.41 -3.64 -0.75
C -4.25 1.36 2.28
C 3.16 1.23 -1.28
C -3.20 0.44 2.26
C 4.29 1.26 -2.16
C 0.08 3.59 2.52
C -1.76 -4.35 -2.59
C -2.33 -3.09 -2.66
C 2.07 4.99 3.10
C 4.13 4.34 2.10
C 0.91 -1.11 -3.03
C 1.05 -3.05 -4.44
C -0.67 -1.43 -4.81
C -0.05 -2.61 -5.16
C -5.53 0.94 2.57
C -0.19 -0.67 -3.75
C -1.81 0.83 2.09
C -1.00 -2.38 -0.79
C 3.43 5.18 2.97
C -0.82 0.64 -3.40
C -2.65 -0.78 -1.76
C 2.43 -0.92 2.94
C -0.79 -4.62 -1.64
C 3.45 3.35 1.41
H -6.79 -0.71 3.07
H 1.29 -0.53 -2.20
H 2.78 -0.73 4.91
H 3.94 5.94 3.54
H -3.29 -0.67 -0.88
H -2.08 -5.12 -3.28
H 3.20 -1.21 0.14
H -0.34 -5.60 -1.59
H -2.59 -2.77 2.73
H -6.33 1.66 2.63
H 0.65 4.26 -0.44
H -0.41 -3.18 -6.00
H 0.55 3.16 -1.66
H -0.60 4.16 3.15
H -3.26 -0.65 -2.65
H 0.34 -3.85 0.00
H 1.68 -1.89 0.04
H -3.09 -2.87 -3.40
H -0.73 3.38 -0.63
H 3.99 2.67 0.76
H -4.02 2.39 2.09
H -0.70 -1.61 -0.10
H 2.39 -2.65 -2.83
H 3.10 -2.32 4.32
H 1.48 5.59 3.77
H -4.97 -2.38 2.99
H 2.78 -2.72 2.05
H -0.37 -2.11 2.27
H -1.53 -1.08 -5.37
H 5.20 4.44 1.98
H 1.54 -3.97 -4.72
H -1.64 0.88 -4.08
H -0.09 1.45 -3.41
*
```



Entry 2:
ORCA calculation (ωB97M-V/def2-TZVPD) on a structure of composition C31H33ClF5MgN4O2S3.

Calculated values
Gap between HOMO and LUMO: 7.8 eV
HOMO energy: -10.47 eV

Geometry as ORCA input:
```
! wB97M-V def2-TZVPD RIJCOSX def2/J DEFGRID3
* xyz 1 1
Cl 5.04 0.16 3.55
S 0.29 -0.09 -3.26
S -3.89 -2.50 -3.15
S 1.13 -5.39 -3.45
Mg -0.80 -1.60 -1.76
F 4.84 2.09 -2.53
F 5.33 0.68 -0.26
F 3.44 -1.07 0.66
F 1.11 -1.36 -0.63
F 2.56 1.75 -3.89
O -2.56 -2.04 -2.60
O -1.46 5.15 0.98
N -0.06 -3.58 -2.06
N -1.83 1.53 0.72
N -2.08 0.66 1.72
N -1.52 -0.44 -0.14
C -2.01 2.98 0.89
C -1.51 0.87 -0.38
C -0.31 -7.21 -1.83
C 0.79 -3.76 -3.03
C -3.53 -4.02 -4.01
C 3.34 2.22 3.95
C -0.83 3.89 1.29
C 2.75 1.04 -2.78
C -1.21 -7.36 -0.79
C -4.77 -3.20 -1.76
C 3.46 0.88 3.62
C 2.05 -0.51 -1.16
C 4.19 0.51 -0.92
C 0.93 2.04 3.70
C -0.50 -4.80 -1.56
C 1.09 0.69 3.41
C 2.07 2.79 3.99
C 1.29 2.52 0.53
C 1.40 4.97 0.72
C 0.45 3.80 0.39
C -1.40 -4.96 -0.50
C 3.23 -0.37 -0.45
C 1.76 0.15 -2.34
C -1.75 -6.24 -0.13
C 2.34 0.10 3.37
C 0.05 3.97 -1.09
C -1.86 -0.51 1.18
C 3.93 1.23 -2.08
C 0.04 -5.91 -2.21
C -0.63 3.93 2.83
C -0.43 2.68 3.70
H -1.55 4.39 3.19
H -4.97 -2.40 -1.06
H -0.55 4.87 -1.23
H -1.18 1.93 3.47
H -1.26 1.32 -1.33
H -0.51 3.13 -1.49
H 0.17 4.65 3.04
H 0.11 -8.07 -2.33
H 0.93 5.94 0.55
H 0.71 1.60 0.57
H 1.77 4.91 1.74
H 1.95 2.45 -0.34
H -0.65 3.00 4.72
H 0.21 0.09 3.21
H -1.97 -1.43 1.73
H 1.98 3.84 4.26
H -2.79 3.09 1.64
H -1.80 -4.10 0.02
H -1.03 5.84 1.49
H -4.46 -4.47 -4.35
H 4.22 2.81 4.17
H 0.95 4.07 -1.70
H -2.43 -6.40 0.69
H -4.16 -3.98 -1.30
H 1.92 2.55 1.41
H 1.24 -2.94 -3.57
H -2.41 3.35 -0.05
H -1.49 -8.35 -0.47
H 2.27 4.91 0.06
H 2.46 -0.95 3.14
H -2.99 -4.69 -3.34
H -5.71 -3.62 -2.12
H -2.91 -3.76 -4.87
*
```



Entry 3:
ORCA calculation (ωB97M-V/def2-TZVPD) on a structure of composition C31H33ClMnN2O2Si2.

Calculated values
Gap between HOMO and LUMO (spin up / spin down): 3.7 / 4.0 eV
HOMO energy (spin up / spin down): -13.28 / -13.29 eV

Geometry as ORCA input:
```
! wB97M-V def2-TZVPD RIJCOSX def2/J DEFGRID3
* xyz 2 4
Mn -0.24 -1.54 2.25
Cl 3.22 0.11 0.78
Si 1.40 1.37 0.55
Si -0.04 -1.14 -1.86
O 1.69 1.12 6.18
O 0.59 1.16 4.16
N 1.75 -0.70 4.94
N 1.70 -1.37 3.66
C 1.04 -1.59 -0.43
C -1.31 0.96 -3.28
C -1.54 -1.63 -0.86
C -2.38 -1.53 2.29
C 0.13 2.67 -0.16
C -2.08 -0.36 3.06
C 0.42 -0.33 0.02
C -1.01 -2.84 -0.27
C -1.22 -2.18 4.20
C -0.45 4.67 -1.39
C -0.04 -2.23 -4.45
C 0.21 -3.19 -5.43
C 1.16 2.47 6.44
C -1.49 2.18 -3.94
C 0.35 -2.78 0.11
C -2.14 3.59 -0.04
C -1.41 -0.77 4.25
C 1.12 -4.24 -5.19
C 1.56 -3.31 -2.99
C -0.35 2.91 -4.34
C 0.59 -2.32 -3.21
C 1.09 1.17 -3.45
C 1.79 -4.28 -3.97
C -1.78 4.56 -0.97
C 0.93 2.39 -4.12
C -0.97 -0.38 -0.35
C -0.04 0.48 -2.97
C -1.18 2.64 0.34
C -1.85 -2.69 3.00
C 1.29 0.59 4.99
C 0.52 3.75 -0.95
H -1.54 0.53 -0.50
H 1.46 3.18 5.64
H 1.25 -5.05 -5.91
H 1.84 -2.36 3.86
H -0.81 -2.78 5.03
H -1.65 -3.69 -0.09
H 2.09 0.74 -3.35
H 2.51 -5.08 -3.77
H -0.70 -1.39 -4.68
H -2.20 0.34 -3.06
H 2.51 -1.09 3.09
H -1.24 -0.11 5.10
H 2.06 -1.62 -0.77
H -1.48 1.87 1.05
H 0.79 1.15 1.88
H 0.93 -3.64 0.49
H 1.62 2.74 7.40
H -2.40 0.65 2.83
H 2.28 2.49 0.69
H 2.61 -0.85 5.48
H 2.19 -3.31 -2.09
H 0.05 2.45 6.51
H 1.57 3.89 -1.21
H 1.80 2.93 -4.51
H -1.94 -3.74 2.70
H -2.97 -1.57 1.38
H -0.16 5.46 -2.09
H -2.53 -1.58 -1.33
H -0.30 -3.15 -6.39
H -3.14 3.55 0.38
H -2.54 5.24 -1.36
H -2.50 2.53 -4.18
H -0.49 3.89 -4.81
*
```



Entry 4:
ORCA calculation (ωB97M-V/def2-TZVPD) on a structure of composition C31H33F2IrN5O2S2.

Calculated values
Gap between HOMO and LUMO (spin up / spin down): 6.0 / 7.1 eV
HOMO energy (spin up / spin down): -5.85 / -7.02 eV

Geometry as ORCA input:
```
! wB97M-V def2-TZVPD RIJCOSX def2/J DEFGRID3
* xyz 0 2
Ir 0.23 1.36 -0.51
S 1.40 -2.33 -0.66
S -0.29 3.49 0.62
F 1.96 -0.82 4.03
F -2.64 -1.24 3.42
O 2.83 -1.92 -0.77
O 1.63 1.81 -3.01
N -0.65 -0.27 -2.89
N 2.14 1.08 0.20
N -1.84 1.37 -0.89
N -2.81 3.87 1.37
N -2.59 2.20 -0.11
C 4.66 0.71 1.30
C -2.07 3.72 3.73
C 0.87 -0.59 3.24
C 3.25 1.50 -0.43
C 1.77 2.20 -4.38
C -2.60 -1.63 -2.86
C 3.53 0.29 1.97
C -1.97 3.12 0.61
C -0.68 -2.34 -4.09
C -1.98 -2.56 -3.67
C -1.39 -0.16 1.74
C 2.19 -4.02 2.91
C -0.35 3.15 -2.93
C -2.39 4.61 2.54
C -1.90 -0.48 -2.46
C -0.06 -3.52 1.36
C 1.00 0.05 2.01
C -0.33 -1.03 3.75
C -0.19 -4.16 2.58
C 4.52 1.33 0.07
C 1.20 -3.15 0.92
C 0.93 -4.41 3.35
C -2.54 0.53 -1.59
C -0.07 -1.17 -3.67
C 2.27 0.48 1.41
C -0.16 0.30 1.24
C 0.60 2.19 -2.27
C 1.26 -3.84 -1.65
C 2.33 -3.39 1.69
C -4.05 0.50 -1.52
C -1.44 -0.80 2.96
H -0.39 -1.53 4.70
H -1.29 3.00 3.47
H -4.39 -0.45 -1.10
H 5.37 1.68 -0.50
H 1.48 -3.56 -2.68
H -0.94 -3.28 0.76
H 3.62 -0.19 2.93
H 3.09 1.96 -1.39
H 1.98 3.27 -4.47
H -1.73 4.31 4.58
H 5.64 0.56 1.73
H -1.52 5.21 2.27
H -3.61 -1.80 -2.53
H -3.19 5.31 2.78
H 3.06 -4.20 3.53
H 0.82 -4.90 4.31
H 0.88 1.95 -4.95
H 1.99 -4.56 -1.29
H -0.16 -3.04 -4.73
H 2.62 1.64 -4.76
H -2.31 0.01 1.21
H 0.95 -0.93 -3.96
H 0.25 -4.22 -1.57
H -4.41 1.30 -0.88
H -4.48 0.60 -2.51
H -3.75 3.49 1.38
H -1.18 -4.44 2.93
H 0.16 3.91 -3.53
H -1.00 2.58 -3.60
H -2.51 -3.45 -3.98
H 3.29 -3.06 1.32
H -0.96 3.62 -2.17
H -2.96 3.16 4.04
*
```



Entry 5:
ORCA calculation (ωB97M-V/def2-TZVPD) on a structure of composition C31H33GaN5O4.

Calculated values
Gap between HOMO and LUMO: 5.8 eV
HOMO energy: -9.61 eV

Geometry as ORCA input:
```
! wB97M-V def2-TZVPD RIJCOSX def2/J DEFGRID3
* xyz 1 1
Ga 0.86 0.53 0.89
O 2.67 1.13 0.34
O 0.47 -0.15 -0.95
O -0.32 -0.95 1.55
O -1.00 -1.93 -4.71
N 1.52 0.26 2.82
N -0.07 0.55 -3.85
N -0.01 2.35 0.90
N 0.69 3.24 0.08
N 0.66 -0.45 3.57
C -1.36 -2.05 4.87
C 0.26 5.16 -1.47
C -1.36 -1.79 3.50
C -1.72 -1.27 -3.75
C 2.55 0.89 3.38
C -2.46 -2.14 2.70
C 3.10 -2.97 -2.61
C -1.33 0.05 -3.41
C 2.61 1.11 4.83
C -2.48 -2.60 5.51
C -1.36 2.61 0.75
C 2.82 -2.93 -1.24
C -0.23 -1.06 2.86
C -1.52 -3.18 -5.26
C -3.43 0.27 -2.25
C -3.70 -1.08 -2.40
C -0.18 4.01 -0.64
C -2.28 0.83 -2.76
C -2.82 -1.87 -3.12
C -3.58 -2.63 3.34
C 3.63 1.31 2.57
C 1.26 -1.07 -1.46
C 4.92 1.85 0.58
C 1.08 -0.22 -3.87
C 3.61 1.41 1.16
C -2.45 1.96 1.50
C -3.63 -2.79 4.74
C 1.50 -1.13 -2.92
C -1.51 3.66 -0.23
C 1.93 -1.98 -0.69
C 2.40 -2.15 -3.44
H -4.63 -3.08 5.20
H -2.40 4.17 -0.55
H -3.06 -2.93 -3.35
H 1.69 -0.10 -4.75
H -3.39 2.54 1.46
H -4.49 -2.80 2.77
H -0.51 5.94 -1.58
H 5.33 1.09 -0.09
H 4.53 1.68 3.07
H -0.12 1.42 -4.40
H -2.14 1.85 -2.48
H -4.57 -1.57 -1.95
H 1.17 5.61 -1.03
H -1.45 -3.97 -4.50
H -2.44 -2.82 6.59
H 2.43 -2.26 -4.53
H 3.55 0.70 5.24
H -2.74 1.01 0.96
H 1.71 3.39 0.19
H 0.56 4.84 -2.50
H 3.82 -3.70 -3.05
H 4.85 2.84 0.05
H -2.46 -2.02 1.61
H 1.77 0.61 5.31
H 2.61 2.16 5.09
H 1.80 -2.02 0.44
H 5.64 1.92 1.40
H -2.54 -3.08 -5.66
H -0.82 -3.40 -6.11
H -2.15 1.77 2.57
H 3.24 -3.65 -0.56
H -4.10 0.88 -1.65
H -0.45 -1.84 5.41
*
```



Entry 6:
ORCA calculation (ωB97M-V/def2-TZVPD) on a cluster of 2 separate species, C31H33NO5 in total.

Calculated values
Gap between HOMO and LUMO: 3.3 eV
HOMO energy: -5.30 eV

Geometry as ORCA input:
```
! wB97M-V def2-TZVPD RIJCOSX def2/J DEFGRID3
* xyz 0 1
O -2.26 4.12 3.35
O 0.77 -2.52 1.37
O -2.99 -2.35 2.69
O -1.78 -2.66 0.80
O 1.50 -0.89 2.73
N -0.68 -7.02 2.28
C -0.16 -6.42 4.41
C -0.30 -3.66 7.82
C -0.35 -3.87 4.05
C 1.83 -2.94 6.94
C -0.39 -5.20 3.62
C -1.37 5.04 4.01
C -2.97 -3.14 0.11
C 2.21 -3.81 0.09
C -0.88 -1.29 2.57
C 0.03 -9.08 5.29
C -2.86 1.91 2.72
C -0.38 0.94 3.57
C -1.28 0.04 2.93
C 0.27 -6.68 5.70
C -0.66 2.29 3.72
C 1.31 -2.97 5.65
C 0.02 -3.50 5.40
C 1.64 -3.48 9.40
C 1.05 -3.35 8.03
C -0.41 -7.51 3.56
C -0.33 -8.84 3.96
C -1.91 2.80 3.28
C -2.64 -4.44 -0.54
C -0.65 -5.66 2.30
C -1.98 -2.13 2.02
C 0.55 -1.50 2.24
C 2.18 -2.76 1.16
C -0.82 -3.73 6.53
C 0.34 -8.01 6.15
C -0.89 -7.87 1.12
C -2.58 0.57 2.62
H 3.24 -4.15 -0.08
H 0.08 -10.11 5.66
H -0.80 -5.06 1.41
H 1.90 -2.63 4.79
H 0.63 -8.22 7.18
H 1.14 -2.81 10.11
H -0.41 5.10 3.49
H 2.64 -3.11 2.10
H -3.39 -4.67 -1.30
H 1.60 -4.67 0.37
H 2.86 -2.62 7.11
H 0.58 0.56 3.90
H -1.20 4.75 5.06
H -3.35 -0.10 2.26
H -2.66 -5.25 0.20
H -0.54 -9.64 3.25
H -3.81 2.32 2.39
H 0.06 -8.15 0.64
H -0.59 -3.12 3.32
H 1.52 -4.50 9.78
H 0.09 2.95 4.17
H 2.66 -1.83 0.83
H -0.94 -3.89 8.68
H 0.56 -5.85 6.34
H -3.22 -2.36 -0.62
H -1.65 -4.43 -1.02
H -1.86 -3.99 6.35
H -3.77 -3.25 0.84
H 1.83 -3.40 -0.85
H 2.70 -3.24 9.38
H -1.89 5.99 3.97
H -1.40 -8.79 1.44
H -1.51 -7.34 0.39
*
```



Max |F|
In order: 4.53 0.30 8.48 0.33 3.04 2.47
Unit: eV/Å